Formula: C17H37BrCl2O4SSiV
Source: OMol25
Level of theory: ωB97M-V with the def2-TZVPD basis set

```
! wB97M-V def2-TZVPD RIJCOSX def2/J DEFGRID3
* xyz 2 2
V 0.062 0.060 -0.243
C 0.451 2.060 -2.742
C 0.816 2.839 -1.497
C -0.001 4.112 -1.387
C 2.304 3.106 -1.406
O 0.418 1.967 -0.295
Si 0.707 2.330 1.352
S -0.136 0.342 1.866
O 2.261 2.280 1.597
C 3.283 2.812 2.526
C 4.611 2.488 1.872
C 3.110 2.077 3.842
C 3.078 4.308 2.669
O -0.173 3.527 1.858
C -1.137 3.979 2.880
C -0.694 3.442 4.228
C -2.501 3.443 2.486
C -1.095 5.494 2.833
H 0.816 2.604 -3.612
H -0.629 1.966 -2.845
H 0.927 1.075 -2.766
H 0.260 4.762 -2.223
H 0.213 4.650 -0.464
H -1.071 3.910 -1.440
H 2.608 3.646 -2.302
H 2.880 2.183 -1.351
H 2.547 3.724 -0.543
H 4.715 1.412 1.727
H 5.426 2.828 2.511
H 4.703 2.988 0.908
H 3.207 1.001 3.696
H 2.135 2.290 4.286
H 3.876 2.396 4.547
H 3.173 4.809 1.704
H 3.839 4.715 3.335
H 2.100 4.537 3.093
H -0.652 2.350 4.226
H -1.408 3.743 4.994
H 0.282 3.840 4.507
H -2.511 2.351 2.518
H -2.773 3.787 1.487
H -3.254 3.804 3.186
H -0.099 5.861 3.076
H -1.797 5.903 3.559
H -1.374 5.858 1.844
Cl -0.693 -2.281 0.137
C -0.309 -3.509 -1.154
Cl 0.016 -2.787 -2.708
H -1.191 -4.137 -1.208
H 0.563 -4.046 -0.798
C -3.393 0.749 -2.681
C -3.958 1.038 -1.291
C -2.714 1.239 -0.452
O -1.693 0.365 -1.095
C -2.226 -0.162 -2.376
H -3.055 1.666 -3.168
H -4.111 0.259 -3.335
H -4.533 0.186 -0.928
H -4.597 1.918 -1.263
H -2.803 0.921 0.583
H -2.323 2.254 -0.502
H -2.534 -1.190 -2.191
H -1.418 -0.136 -3.101
Br 2.172 -0.621 -0.712
*
```

Computed properties:
Orbital gap (alpha / beta)   7.60 / 8.42 eV
Max |F|   0.8 eV/A
HOMO level (alpha / beta)   -16.153 / -16.243 eV